1.
This record from OMol25 describes a cluster of 5 separate species, C49H60Br4F5N6O13P in total. The level of theory is the ωB97M-V functional and the def2-TZVPD basis.

```
138
Properties=species:S:1:pos:R:3:forces:R:3:mulliken_charge:R:1
C 5.137735 0.859716 2.508182 -0.2 0.2 0.0 -1.390
C 4.025997 1.514070 1.666953 0.3 0.0 0.1 0.675
P 2.775017 0.258899 1.213819 -0.4 -0.1 0.5 -0.155
C 3.749214 -0.931114 0.197983 0.1 0.1 0.0 -0.704
C 1.560780 0.948721 -0.052071 0.0 0.0 -0.3 0.406
C 2.020147 1.998938 -1.100164 0.0 0.0 0.0 -1.183
O 3.375121 1.765137 -1.454753 0.0 -0.2 0.1 0.328
C 3.513115 0.941650 -2.601645 0.1 0.1 0.1 -0.819
C 4.979996 0.624284 -2.816882 0.0 -0.2 -0.3 -0.126
C 5.089760 -0.434949 -3.923231 -0.1 0.0 0.2 -1.246
C 6.529079 -0.809162 -4.273632 -0.3 -0.1 -0.2 0.613
F 7.389343 0.214988 -4.014258 -0.1 0.1 0.1 -0.330
Br 6.683499 -1.192559 -6.172493 0.1 0.0 0.0 -0.059
C 7.043948 -2.006547 -3.422794 -0.4 0.0 -0.1 0.298
F 8.360996 -1.985021 -3.369171 0.7 -0.1 -0.1 -0.229
F 6.595091 -1.847969 -2.164786 -0.1 0.2 0.4 -0.169
Br 6.459662 -3.750793 -4.000990 -0.1 -0.1 0.0 -0.080
C 1.786714 3.503233 -0.839425 0.2 -0.2 -0.5 -0.524
Br 1.924625 4.124456 0.990968 0.0 0.0 0.1 0.046
C 2.686975 4.337574 -1.764707 0.0 0.2 0.3 -0.293
C 4.065667 4.717621 -1.256205 0.2 0.1 -0.3 -1.174
Br 1.728429 6.006505 -2.188833 0.0 0.0 -0.1 -0.134
N 0.286092 1.320545 0.583068 0.4 0.7 0.0 0.712
C -0.235817 0.458920 1.653269 -0.3 -0.4 0.0 -2.227
C -0.287826 -1.059590 1.383190 -0.1 -0.2 0.3 1.310
C -1.672153 -1.724706 1.555967 -0.1 0.1 -0.2 0.137
C -2.339405 -2.218470 0.267721 -0.1 -0.3 0.1 -0.903
C -1.486609 -3.172674 -0.560346 0.0 0.0 -0.3 1.200
C -2.159950 -3.591427 -1.884677 0.2 0.2 0.1 -0.295
C -2.292258 -5.101742 -2.068403 0.1 0.3 -0.2 -0.641
C -0.974192 -5.872874 -1.946532 0.1 -0.2 -0.4 -0.677
O 0.145078 -5.002063 -2.239105 -0.4 0.5 0.5 -0.281
C 1.258261 -5.204080 -1.504626 0.0 0.2 -0.3 0.344
C 1.923495 -3.929233 -1.062272 0.1 0.0 -0.3 -0.579
O 1.666477 -6.293001 -1.230621 0.1 -0.6 0.4 -0.587
N -0.678634 1.761530 -0.361381 -0.8 -0.6 0.4 1.015
C -1.320983 0.822392 -1.158087 0.0 0.7 0.0 0.042
O -0.821084 -0.083367 -1.715812 0.2 -0.7 -0.2 -0.322
F -2.627419 1.133143 -1.320430 0.2 0.1 -0.1 -0.408
C -1.434816 2.886894 0.098727 -0.1 -0.5 0.2 0.277
O -1.262072 4.000284 -0.224503 -0.1 0.3 0.0 -0.477
F -2.402817 2.546113 0.979752 0.4 0.1 -0.3 -0.282
H 5.945908 1.580714 2.629797 0.0 -0.1 0.0 0.412
H 5.535713 -0.055195 2.066050 0.0 0.0 0.0 0.378
H 4.754363 0.643192 3.507635 0.1 -0.2 -0.1 0.312
H 4.446986 2.060888 0.821856 -0.1 -0.1 -0.1 -0.122
H 3.518754 2.229521 2.312167 0.0 0.1 -0.1 -0.197
H 3.212940 -1.236672 -0.700885 0.0 0.0 0.0 -0.210
H 3.929012 -1.823875 0.798622 0.0 0.0 -0.1 0.656
H 4.715249 -0.504303 -0.072755 -0.1 -0.1 -0.1 0.157
H 1.369154 0.040394 -0.644150 0.2 0.0 0.0 0.038
H 1.425350 1.798093 -2.005656 -0.1 0.2 0.1 0.548
H 3.129262 1.477421 -3.482908 -0.1 -0.1 0.0 0.427
H 2.933695 0.017759 -2.473645 0.0 0.0 -0.1 0.091
H 5.511687 1.528979 -3.114795 0.0 0.0 0.1 0.281
H 5.425141 0.235537 -1.904462 0.0 0.2 0.1 0.270
H 4.566001 -0.101050 -4.819220 0.1 0.0 0.0 0.665
H 4.587569 -1.346019 -3.583722 0.0 0.0 -0.1 0.276
H 0.765112 3.717306 -1.134187 0.0 0.0 0.3 0.575
H 2.766394 3.821751 -2.720806 -0.1 0.0 0.0 0.382
H 4.626587 5.179143 -2.072734 -0.1 0.0 0.0 0.455
H 4.009482 5.450313 -0.452981 0.0 -0.2 0.1 0.450
H 4.615479 3.831002 -0.938155 -0.1 0.0 0.1 0.136
H -1.239495 0.807260 1.898085 0.1 0.1 -0.1 1.024
H 0.365487 0.655843 2.540728 0.1 0.0 -0.1 0.188
H 0.388999 -1.538572 2.095951 0.1 0.1 -0.1 0.530
H 0.113154 -1.293119 0.396713 0.0 0.1 0.0 -0.851
H -1.568514 -2.573012 2.234307 0.0 0.3 -0.4 -1.116
H -2.369666 -1.034663 2.047071 0.1 0.0 0.1 0.755
H -3.251698 -2.758273 0.555885 0.0 0.1 0.0 0.579
H -2.678798 -1.397011 -0.373030 0.1 0.0 0.1 0.076
H -0.534787 -2.703261 -0.815492 -0.1 0.0 0.1 -0.993
H -1.247473 -4.064889 0.033074 0.0 0.1 0.1 0.356
H -3.151538 -3.132660 -1.946715 0.0 -0.2 0.0 -0.245
H -1.588067 -3.182310 -2.721731 0.0 0.0 0.1 0.411
H -2.712085 -5.293321 -3.057311 -0.1 0.0 0.1 0.212
H -2.999430 -5.479856 -1.324687 0.0 -0.2 -0.1 0.306
H -0.843746 -6.296196 -0.950221 0.1 0.0 -0.1 0.326
H -0.952166 -6.682891 -2.677114 0.0 -0.1 0.2 0.452
H 3.000700 -4.089682 -1.038141 0.0 0.1 0.1 0.538
H 1.667130 -3.098053 -1.720033 0.0 0.0 0.0 0.249
H 1.572645 -3.700199 -0.052488 0.0 0.0 -0.1 0.137
O -5.485829 9.714523 -1.856634 0.0 0.0 0.0 -0.612
N -4.575068 8.921207 -1.722480 0.0 0.0 0.0 1.033
O -3.448244 9.083319 -2.143792 0.0 0.0 0.0 -0.608
C -4.861122 7.668740 -0.996462 0.0 0.0 0.0 0.077
C -6.146166 7.447817 -0.535749 -0.1 0.0 0.0 -0.492
C -6.414050 6.264255 0.133192 0.0 0.0 0.0 -0.420
C -5.403540 5.331816 0.330465 0.0 0.0 0.0 -0.512
C -4.118560 5.577874 -0.135813 -0.1 0.0 0.0 -0.041
C -3.838842 6.757472 -0.808242 0.1 -0.1 0.0 -0.690
H -6.916664 8.186016 -0.699063 0.0 0.0 0.0 0.460
H -7.413394 6.070951 0.498792 0.0 0.0 0.0 0.380
H -5.617872 4.407110 0.850898 0.0 0.0 0.0 0.422
H -3.326855 4.858206 0.016272 -0.1 0.1 0.0 0.423
H -2.845486 6.964285 -1.178505 0.0 0.0 0.0 0.585
O -5.693073 -5.570869 -4.923349 0.0 0.0 0.0 -0.623
N -5.463361 -4.589080 -4.246772 0.1 0.0 0.0 1.049
O -5.152577 -4.615350 -3.072307 -0.1 0.0 0.0 -0.591
C -5.555546 -3.268866 -4.897460 0.0 0.0 0.0 0.157
C -5.928324 -3.206642 -6.227293 0.0 0.0 -0.1 -0.434
C -6.021727 -1.962094 -6.829399 0.0 0.0 0.0 -0.417
C -5.741617 -0.812249 -6.102516 0.0 0.0 0.0 -0.427
C -5.363599 -0.900726 -4.769215 0.0 0.0 0.0 -0.606
C -5.268983 -2.138788 -4.154115 0.0 0.1 0.1 -0.192
H -6.139857 -4.111897 -6.776112 0.0 0.0 0.1 0.466
H -6.314474 -1.891084 -7.867961 0.0 0.0 0.0 0.371
H -5.818724 0.157024 -6.577169 0.0 0.0 0.0 0.390
H -5.142499 -0.005175 -4.204652 0.0 0.0 0.0 0.428
H -4.977886 -2.226475 -3.118293 0.0 -0.1 0.0 0.417
O 5.137983 3.252223 4.318540 0.0 0.1 0.1 -0.614
N 4.373315 4.194642 4.239713 0.0 0.0 -0.1 1.104
O 4.357848 4.993100 3.325203 0.0 0.0 0.0 -0.601
C 3.383422 4.368773 5.317050 0.0 0.0 0.0 0.289
C 3.394020 3.485947 6.380882 0.0 -0.1 0.1 -0.405
C 2.464943 3.662233 7.393740 0.0 0.0 0.0 -0.481
C 1.549139 4.704177 7.326404 0.0 0.0 0.0 -0.428
C 1.554549 5.574016 6.243777 0.0 0.0 0.0 -0.559
C 2.479444 5.410895 5.224886 -0.1 0.1 0.0 -0.364
H 4.113226 2.681383 6.413771 0.0 0.0 -0.1 0.451
H 2.457760 2.985155 8.236883 0.0 0.0 0.0 0.377
H 0.827966 4.839166 8.121673 0.0 0.0 0.0 0.387
H 0.838700 6.382796 6.191688 0.0 0.0 0.0 0.385
H 2.500290 6.076690 4.374963 0.1 0.0 0.0 0.474
O -2.541584 -3.287309 4.127778 -0.1 0.0 0.2 -0.608
N -1.862545 -4.280052 3.973322 0.0 -0.3 0.2 1.084
O -0.874754 -4.343099 3.268973 0.1 0.0 0.0 -0.605
C -2.262102 -5.504940 4.692573 0.0 0.0 0.0 0.115
C -3.399569 -5.473301 5.478147 -0.1 0.0 0.0 -0.353
C -3.777243 -6.630454 6.139903 0.0 0.0 0.0 -0.463
C -3.019929 -7.787206 6.009439 0.0 0.0 0.0 -0.448
C -1.878232 -7.792607 5.218922 0.0 0.0 0.0 -0.486
C -1.489768 -6.643124 4.549919 0.1 -0.1 0.0 -0.303
H -3.975187 -4.564426 5.567470 0.0 0.0 0.0 0.442
H -4.665491 -6.628435 6.756568 0.0 0.0 0.0 0.370
H -3.321562 -8.689097 6.525392 0.0 0.0 0.0 0.381
H -1.288977 -8.693803 5.120087 0.0 0.0 0.0 0.372
H -0.606491 -6.628966 3.929391 0.0 0.1 0.0 0.466
```
Positions in Å, forces in eV/Å.

Computed properties:
Total energy ... -14346.16723 hartree
SMILES ... CCP(C)[C@H]([C@H](OCCC[C@](F)(Br)C(F)(F)Br)[C@@H](Br)[C@H](C)Br)N(CCCCCCCCOC(C)=O)N(C(=O)F)C(=O)F.O=[N+]([O-])c1ccccc1.O=[N+]([O-])c1ccccc1.O=[N+]([O-])c1ccccc1.O=[N+]([O-])c1ccccc1
HOMO energy ... -8.4 eV

2.
This record from OMol25 describes a structure of composition C49H62Ge2N5O5S4W. The level of theory is the ωB97M-V functional and the def2-TZVPD basis.

```
128
Properties=species:S:1:pos:R:3:forces:R:3:mulliken_charge:R:1
W 3.942398 0.242785 0.538113 -3.0 -0.7 -0.5 1.999
N 3.062524 1.397176 2.444378 0.9 1.7 -2.5 -0.435
N 4.032005 2.378839 2.848436 -1.8 -2.6 -0.4 -0.031
C 4.996428 2.640512 1.997739 -0.1 1.6 0.1 0.483
N 5.795510 3.637660 2.379588 1.1 1.7 -1.7 -0.453
N 4.982553 1.969271 0.850337 1.6 1.3 -0.5 -0.108
N 5.880893 2.692653 -0.275830 2.7 -1.6 -2.0 0.608
O 5.329728 3.566155 -0.858877 -0.6 0.0 1.1 -0.344
O 6.984134 2.207975 -0.557429 -3.1 0.6 1.9 -0.407
H 2.257159 1.961186 2.038506 0.3 -1.1 1.2 -0.017
H 2.872084 0.773842 3.212139 -0.6 -0.1 0.2 0.410
H 3.947066 2.690821 3.775101 0.2 0.7 1.2 0.178
H 5.445074 4.401479 2.944994 -0.5 -0.6 0.8 0.310
H 6.282719 4.189653 1.659498 0.3 -1.1 0.0 0.298
C -0.357602 2.030059 5.346860 -2.7 -2.0 1.1 -1.773
C -0.530876 2.516551 3.951628 1.7 0.2 0.4 0.687
C 0.516985 3.312859 3.469023 -0.1 -0.3 1.1 -0.074
C 0.554808 3.777971 2.175847 -1.1 -0.8 0.7 -0.290
C 1.711731 4.631146 1.826483 -0.2 -0.4 -0.2 -1.783
C -0.558366 3.476293 1.360211 0.2 0.1 -0.8 1.199
C -1.651305 2.690826 1.777845 0.3 1.0 1.8 -0.413
C -2.905719 2.430522 0.943284 0.8 -0.1 0.6 -0.543
C -1.574749 2.227011 3.123899 -1.4 -0.1 -1.3 -0.545
C -0.483811 3.932900 -0.055304 -0.3 0.1 0.4 0.163
C -0.622716 5.261588 -0.464254 0.2 -0.5 -0.8 -0.118
C -0.561614 5.581439 -1.829201 -0.3 1.2 0.9 -1.208
C -0.350123 4.601213 -2.769727 0.1 0.4 -1.7 0.268
C -0.229395 3.295165 -2.381697 0.2 -1.5 0.3 -0.175
C -0.290850 2.936919 -1.003692 -0.1 1.9 -1.9 1.363
Ge -0.075353 1.131956 -0.711395 -0.1 -1.7 0.4 -1.601
S 2.223816 0.639626 -0.947204 0.2 0.4 0.5 -0.823
S -0.474218 -0.024202 1.192490 0.6 0.0 0.4 -0.008
Ge -1.019350 -1.589356 -0.194452 -1.1 0.2 -0.9 0.228
S 4.098045 -1.365728 1.849930 -0.1 -0.3 0.1 -0.106
S -1.223618 -0.289846 -1.997550 0.6 -0.6 0.8 0.190
C -1.130986 -3.481895 -0.164369 0.1 -0.9 -0.6 1.095
C -0.419960 -4.487597 -0.824991 0.3 -0.7 0.6 -0.192
C -0.743143 -5.818153 -0.396077 0.4 1.5 -0.3 -0.719
C -1.744605 -6.092110 0.546044 1.3 0.3 -0.6 -1.092
C -2.506421 -5.055662 1.094228 0.6 -0.8 -1.5 -0.912
C -2.222629 -3.769666 0.644843 -0.5 0.3 1.3 -0.170
C -3.033841 -2.573061 1.025100 -0.8 0.4 -1.5 0.678
C -3.981807 -2.056759 0.025429 1.2 -0.6 0.1 0.864
C -4.036040 -2.592645 -1.403654 0.5 -0.4 0.8 -1.073
C -4.896990 -1.080762 0.399165 0.5 -0.7 -0.3 -1.183
C -4.901183 -0.673757 1.706581 0.5 0.9 1.9 0.449
C -5.932916 0.247797 2.250874 -0.3 0.2 1.4 -1.532
C -3.938382 -1.086402 2.678055 -1.1 -0.4 -2.2 -0.308
C -3.040656 -2.082524 2.343395 -0.5 0.5 1.1 0.651
C -2.209711 -2.626956 3.455948 0.3 -1.6 0.4 -1.731
C 0.616633 -4.174313 -1.882972 -0.1 0.5 -1.1 0.047
C 0.179446 -3.820927 -3.211572 1.2 -0.8 -0.6 0.596
C -1.259225 -3.567193 -3.601867 0.4 -0.7 1.4 -0.721
C 1.131747 -3.706422 -4.269873 0.0 0.7 0.4 -0.908
C 2.507482 -3.922263 -4.041604 -0.2 -0.4 0.1 0.590
C 3.491572 -3.800325 -5.178629 -0.1 0.3 -1.6 -1.469
C 2.917746 -4.249232 -2.731190 -1.7 1.1 -0.3 -0.859
C 2.009029 -4.251663 -1.656042 -0.1 -1.1 -0.5 1.306
C 2.634062 -4.527074 -0.317609 -0.3 0.7 0.1 -2.009
C -0.172891 2.237831 -3.451817 -0.3 -0.1 -0.3 -0.615
C -1.390085 1.776933 -3.969911 -1.9 0.4 -0.4 0.820
C -2.743936 2.266802 -3.498734 0.1 2.1 1.8 -1.196
C -1.495001 0.855742 -5.003554 1.1 0.4 0.2 -0.821
C -0.347759 0.312301 -5.539039 2.2 1.1 1.2 0.500
C -0.471245 -0.818947 -6.458997 -0.3 -0.4 -0.2 -1.560
C 0.930611 0.807572 -5.057991 -1.9 -1.7 -1.7 -1.053
C 0.986135 1.771290 -4.084015 1.4 0.2 -0.2 1.714
C 2.380447 2.323957 -3.872990 -0.5 0.1 0.0 -1.921
H -0.225491 0.934899 5.497825 0.3 0.4 -0.8 0.274
H -1.308553 2.104021 5.924422 0.5 0.5 -0.3 0.423
H 0.387125 2.473434 5.944119 1.0 1.0 0.4 0.429
H 1.245620 3.622793 4.243979 -0.1 -0.1 -0.8 0.442
H 1.482412 5.609681 2.193950 0.4 0.8 0.1 0.477
H 1.896616 4.648895 0.778716 0.2 0.3 -0.9 0.366
H 2.591674 4.223996 2.308377 0.2 0.3 0.2 0.350
H -3.231737 3.283304 0.350633 0.1 0.0 0.0 0.369
H -3.736499 2.038075 1.539801 0.3 0.3 0.1 -0.119
H -2.631199 1.616320 0.296083 -0.3 -0.4 -0.8 -0.022
H -2.425170 1.649909 3.480313 0.2 0.0 0.1 0.539
H -0.757182 6.074470 0.225805 -0.2 0.0 0.4 0.620
H -0.742054 6.644355 -2.077624 0.3 -0.8 -0.2 0.414
H -0.279296 4.763429 -3.879233 -0.2 0.3 1.3 0.508
H -0.143744 -6.634997 -0.764927 0.0 -0.1 -0.3 0.616
H -1.796827 -7.152024 0.789856 -0.6 0.4 0.3 0.450
H -3.335005 -5.347913 1.695752 -0.5 0.4 0.6 0.706
H -3.131033 -2.413247 -1.997772 -0.3 0.2 0.1 -0.112
H -4.906321 -2.215481 -1.892381 -0.4 0.6 -0.5 0.646
H -4.172915 -3.665612 -1.444225 0.1 -0.4 0.3 0.326
H -5.639485 -0.747079 -0.318979 0.0 0.1 0.2 0.577
H -5.591863 1.288920 2.397093 -0.1 -0.4 -0.4 0.232
H -6.221309 -0.073378 3.280536 0.2 0.1 -0.7 0.426
H -6.829325 0.209880 1.672773 -0.6 0.3 -0.5 0.473
H -4.140272 -0.691660 3.658552 0.6 -0.2 0.4 0.556
H -2.366246 -2.086665 4.373462 -0.2 0.3 0.3 0.486
H -1.142228 -2.608198 3.286217 0.4 0.1 -0.4 0.301
H -2.412579 -3.705826 3.701773 -0.1 0.9 -0.4 0.319
H -1.392685 -2.530817 -3.293367 -0.8 0.0 -0.3 -0.472
H -1.955495 -4.263755 -3.094177 0.3 0.6 0.0 0.250
H -1.417246 -3.702815 -4.654366 0.0 0.2 -0.5 0.809
H 0.799689 -3.335104 -5.297534 0.4 -0.8 1.6 0.211
H 3.006040 -3.751169 -6.184253 -0.1 -0.4 0.9 0.366
H 4.273136 -4.568982 -5.295100 -0.4 0.1 0.6 0.384
H 3.994242 -2.833224 -5.203337 0.2 0.1 0.6 0.275
H 3.926614 -4.473949 -2.471850 0.8 0.0 -0.2 0.621
H 2.144058 -4.031870 0.509021 -0.2 0.6 0.2 0.187
H 3.674704 -4.233423 -0.368282 0.3 0.2 0.2 0.424
H 2.642283 -5.533621 0.010406 -0.1 -1.4 -0.1 0.429
H -2.764030 3.419509 -3.422319 -0.1 -1.7 -0.4 0.268
H -2.928021 1.966607 -2.433373 0.1 0.1 -0.7 -0.018
H -3.594984 1.915947 -4.089927 0.4 0.1 0.0 0.475
H -2.465591 0.575603 -5.389250 0.0 -0.1 0.1 0.505
H 0.471445 -1.178052 -6.830153 0.4 -0.1 -0.3 0.391
H -1.162827 -0.595520 -7.268963 0.1 -0.1 -0.1 0.437
H -0.915255 -1.585060 -5.831801 -0.2 -0.6 -0.3 0.224
H 1.861978 0.432201 -5.549174 -0.9 0.4 0.5 0.398
H 3.131868 1.548922 -3.993984 0.0 -0.2 0.5 0.382
H 2.411419 2.809561 -2.912575 0.6 0.3 0.4 0.266
H 2.646949 3.029883 -4.655960 -0.3 0.4 0.0 0.481
O 0.153226 4.597389 8.569779 0.7 0.1 0.9 -0.644
H 0.433749 3.859763 9.148050 -0.3 0.5 -0.4 0.325
H 0.456368 5.389146 9.065769 -0.4 -0.7 -0.5 0.326
O 4.056374 -1.275560 -1.445349 2.3 0.1 2.0 -0.627
H 3.327603 -1.603334 -1.957546 -1.2 -0.3 -0.5 0.258
H 4.566383 -2.061390 -1.155322 -0.2 0.4 -0.5 0.371
O -1.140959 -3.395662 12.482446 -1.8 0.8 -0.1 -0.647
H -1.980166 -2.922502 12.781996 1.7 -1.0 -0.6 0.335
H -1.357035 -3.709813 11.582729 0.1 0.2 0.7 0.312
H 5.487562 -0.042043 0.170995 1.1 -0.2 -1.0 0.233
```
Positions in Å, forces in eV/Å.

Computed properties:
Total energy ... -8367.06304 hartree
ΔE to the lowest compared entry with this formula, charge and spin ... 32.12 kcal/mol
HOMO energy ... -14.8 eV
Net charge ... +3

> What is the HOMO energy in the second record?

-14.8 eV